Model i:
Below is a cluster of 2 separate species, CH3ClFNS in total, with properties calculated with ωB97M-V/def2-TZVPD.

Output
HOMO level (alpha / beta)	-8.87 / -9.11	eV
orbital gap (alpha / beta)	7.3 / 8.4	eV

Last column: natural (NBO) charge in e.
CARTESIAN COORDINATES (ANGSTROEM)
C1 -1.344 0.089 -0.152  0.080
N1 1.769 1.906 0.476  -0.874
F1 -1.582 0.185 -1.426  -0.333
S1 1.623 0.843 -0.653  0.791
Cl1 3.160 -0.775 -0.559  -0.320
H1 -1.418 1.072 0.236  0.131
H2 -1.874 -0.771 0.301  0.138
H3 2.810 2.194 0.653  0.387

---

Model ii:
Below is a cluster of 2 separate species, CH3ClFNS in total, with properties calculated with ωB97M-V/def2-TZVPD.

Output
HOMO level (alpha / beta)	-9.97 / -9.97	eV
orbital gap (alpha / beta)	9.1 / 9.1	eV

Last column: natural (NBO) charge in e.
CARTESIAN COORDINATES (ANGSTROEM)
C1 -0.491 -0.798 0.349  -0.101
N1 -0.093 1.505 -0.776  -0.950
F1 -1.092 -1.838 -0.213  -0.347
S1 0.644 0.108 -0.813  1.015
Cl1 2.412 0.225 0.597  -0.382
H1 -1.616 -0.036 1.119  0.190
H2 0.004 -1.300 1.217  0.207
H3 0.232 2.135 -1.481  0.368

---

It is model i that is the least stable of them.

---

Model i:
Below is the ion C11H12N3 with charge +1, with properties calculated with ωB97M-V/def2-TZVPD.

Output
HOMO level	-12.86	eV
orbital gap	8.2	eV
net charge	+1
structure (SMILES)	CC1=NC2=[NH+]C=C[C@@]23C=CN=C3[C@@H]1C

Last column: natural (NBO) charge in e.
CARTESIAN COORDINATES (ANGSTROEM)
C1 2.812 1.177 -0.538  -0.705
C2 1.516 0.507 -0.183  0.493
N1 1.138 0.475 1.031  -0.486
C3 -0.032 -0.011 1.336  0.618
N2 -0.158 -0.946 2.203  -0.501
C4 -1.491 -1.448 2.024  -0.040
C5 -2.122 -0.948 0.986  -0.162
C6 -1.239 0.210 0.417  -0.259
C7 -1.963 1.553 0.565  -0.206
C8 -2.054 2.083 -0.663  -0.012
N3 -1.274 1.396 -1.609  -0.349
C9 -0.710 0.367 -0.997  0.310
C10 0.632 -0.112 -1.332  -0.343
C11 0.906 -1.751 -1.354  -0.605
H1 2.651 1.983 -1.242  0.270
H2 3.568 0.597 -1.252  0.272
H3 3.331 1.511 0.364  0.259
H4 0.533 -1.299 2.916  0.473
H5 -1.775 -2.410 2.556  0.258
H6 -3.046 -1.362 0.606  0.270
H7 -2.522 1.732 1.534  0.254
H8 -2.567 2.905 -1.047  0.237
H9 0.930 0.328 -2.214  0.261
H10 0.994 -2.245 -0.329  0.211
H11 1.798 -1.957 -1.909  0.239
H12 0.145 -2.334 -1.869  0.242

---

Model ii:
Below is the ion C11H12N3 with charge +1, with properties calculated with ωB97M-V/def2-TZVPD.

Output
HOMO level (alpha / beta)	-12.47 / -12.47	eV
orbital gap (alpha / beta)	7.2 / 7.2	eV
net charge	+1
structure (SMILES)	C[C@]1(c2ccccn2)C[C@@]23N[C@]21C=[NH+]3

Last column: natural (NBO) charge in e.
CARTESIAN COORDINATES (ANGSTROEM)
C1 0.517 -0.014 -1.858  -0.646
C2 0.191 -0.280 -0.419  -0.065
C3 -0.448 0.864 0.376  0.198
C4 0.255 2.047 0.643  -0.246
C5 -0.472 3.125 1.210  -0.149
C6 -1.783 2.967 1.557  -0.249
C7 -2.446 1.761 1.189  0.061
N1 -1.755 0.722 0.584  -0.444
C8 1.364 -0.992 0.306  -0.433
C9 0.631 -2.164 0.937  0.354
N2 -0.641 -1.714 1.255  -0.543
C10 -0.580 -1.637 -0.174  0.184
C11 -0.260 -2.896 -0.824  0.202
N3 0.573 -3.394 0.138  -0.520
H1 -0.011 0.828 -2.271  0.259
H2 0.110 -0.699 -2.663  0.231
H3 1.645 0.018 -1.952  0.233
H4 1.318 2.051 0.607  0.222
H5 0.182 3.948 1.673  0.240
H6 -2.328 3.599 2.207  0.237
H7 -3.499 1.488 1.467  0.220
H8 1.874 -0.317 1.141  0.263
H9 2.248 -1.303 -0.253  0.253
H10 -1.409 -2.406 1.607  0.433
H11 -0.317 -3.162 -1.867  0.255
H12 1.011 -4.296 0.253  0.451

---

It is model ii that is the least stable of them.

---

Model i:
Below is a structure of composition C2H4AuLiO2, with properties calculated with ωB97M-V/def2-TZVPD.

Output
HOMO level (alpha / beta)	-11.83 / -13.46	eV
⟨S²⟩	3.76
orbital gap (alpha / beta)	7.9 / 5.5	eV
multiplicity	4
net charge	+1

Last column: Löwdin spin population.
CARTESIAN COORDINATES (ANGSTROEM)
O1 -0.899 2.069 -0.676  0.819
C1 -0.069 -0.924 -0.849  0.086
C2 0.078 -1.027 0.500  0.137
O2 0.751 -0.108 1.224  0.457
H1 -1.153 2.302 -1.567  0.014
H2 0.656 -0.324 -1.416  -0.002
H3 -0.733 -1.621 -1.363  0.003
H4 -0.222 -1.960 0.998  0.017
Au1 1.050 -0.003 2.905  1.416
Li1 0.540 1.595 0.243  0.053

---

Model ii:
Below is a structure of composition C2H4AuLiO2, with properties calculated with ωB97M-V/def2-TZVPD.

Output
HOMO level (alpha / beta)	-10.94 / -14.26	eV
⟨S²⟩	3.78
orbital gap (alpha / beta)	7.1 / 5.5	eV
multiplicity	4
net charge	+1

Last column: Löwdin spin population.
CARTESIAN COORDINATES (ANGSTROEM)
O1 -0.842 2.824 -0.493  0.978
C1 0.222 -1.377 -0.853  0.234
C2 0.169 -1.207 0.479  0.015
O2 0.510 -0.082 1.113  0.445
H1 -1.286 3.207 -1.246  0.024
H2 0.627 -0.609 -1.519  0.012
H3 -0.109 -2.318 -1.292  0.013
H4 -0.193 -2.029 1.113  -0.001
Au1 0.885 0.204 2.721  1.233
Li1 0.016 1.386 -0.023  0.046

---

It is model ii that is the least stable of them.

---

Model i:
Below is a structure of composition C3H3BrO, with properties calculated with ωB97M-V/def2-TZVPD.

Output
HOMO level	-8.32	eV
orbital gap	5.8	eV

Last column: natural (NBO) charge in e.
CARTESIAN COORDINATES (ANGSTROEM)
C1 0.701 0.580 -1.066  -0.089
C2 0.284 -0.170 -0.014  -0.548
C3 0.600 -0.586 1.215  0.867
O1 0.643 -0.910 2.288  -0.296
Br1 -2.885 -0.326 0.344  -0.704
H1 -0.125 0.771 -1.604  0.235
H2 1.688 0.743 -1.161  0.209
H3 -0.907 -0.102 -0.001  0.325

---

Model ii:
Below is a cluster of 2 separate species, C3H3BrO in total, with properties calculated with ωB97M-V/def2-TZVPD.

Output
HOMO level	-8.69	eV
orbital gap	8.1	eV

Last column: natural (NBO) charge in e.
CARTESIAN COORDINATES (ANGSTROEM)
C1 -0.023 -0.206 -0.173  -0.006
C2 2.053 3.335 -0.034  0.493
C3 -1.246 -0.947 -0.165  -0.852
O1 2.507 2.457 0.477  -0.493
Br1 1.517 -1.213 0.187  0.060
H1 -1.864 -0.907 0.831  0.303
H2 -1.174 -2.024 -0.085  0.221
H3 -1.769 -0.496 -1.037  0.274

---

It is model ii that is the least stable of them.

---

Model i:
Below is the molecule C6H16N4, with properties calculated with ωB97M-V/def2-TZVPD.

Output
HOMO level	-7.40	eV
orbital gap	8.4	eV
structure (SMILES)	CC(C)/C(N)=C(/N)N(C)N

Last column: natural (NBO) charge in e.
CARTESIAN COORDINATES (ANGSTROEM)
C1 -1.982 0.413 -0.801  -0.603
C2 -1.194 -0.887 -0.777  -0.210
C3 -1.679 -1.824 0.322  -0.603
C4 0.460 -0.882 -0.724  0.195
N1 1.167 -1.969 -1.223  -0.840
C5 1.093 0.052 0.000  0.150
N2 2.526 0.044 0.116  -0.881
N3 0.341 1.070 0.658  -0.328
C6 0.732 2.422 0.291  -0.405
N4 0.317 0.952 2.087  -0.686
H1 -1.630 1.067 -1.608  0.210
H2 -3.037 0.178 -0.965  0.202
H3 -1.903 0.960 0.146  0.222
H4 -1.346 -1.386 -1.739  0.186
H5 -1.524 -1.376 1.301  0.197
H6 -1.132 -2.760 0.284  0.217
H7 -2.741 -2.031 0.212  0.203
H8 2.170 -1.877 -1.128  0.402
H9 0.797 -2.406 -2.054  0.380
H10 2.821 0.562 0.940  0.367
H11 2.976 0.470 -0.689  0.366
H12 0.549 2.555 -0.770  0.195
H13 0.101 3.107 0.838  0.208
H14 1.783 2.643 0.493  0.163
H15 -0.622 0.669 2.357  0.349
H16 0.956 0.234 2.434  0.344

---

Model ii:
Below is the molecule C6H16N4, with properties calculated with ωB97M-V/def2-TZVPD.

Output
HOMO level	-8.69	eV
orbital gap	9.3	eV
structure (SMILES)	CC(C)(N)/N=N/C(C)(C)N

Last column: natural (NBO) charge in e.
CARTESIAN COORDINATES (ANGSTROEM)
C1 1.942 1.379 -0.669  -0.620
C2 1.018 0.643 -1.618  0.199
C3 -0.135 1.532 -2.059  -0.625
N1 1.768 0.280 -2.842  -0.829
N2 0.534 -0.643 -1.030  -0.180
N3 -0.541 -0.671 -0.327  -0.143
C4 -0.922 -2.033 0.169  0.191
C5 0.050 -2.401 1.292  -0.620
C6 -2.326 -2.032 0.707  -0.617
N4 -0.867 -3.006 -0.915  -0.841
H1 2.326 2.300 -1.119  0.231
H2 1.441 1.744 0.239  0.222
H3 2.793 0.725 -0.419  0.214
H4 -0.696 1.876 -1.180  0.222
H5 -0.821 1.000 -2.675  0.209
H6 0.208 2.393 -2.601  0.224
H7 1.157 -0.211 -3.522  0.363
H8 2.548 -0.331 -2.595  0.363
H9 -0.275 -3.350 1.824  0.220
H10 1.073 -2.558 0.876  0.226
H11 0.123 -1.616 2.039  0.208
H12 -2.368 -1.373 1.568  0.220
H13 -3.031 -1.697 -0.049  0.212
H14 -2.630 -3.054 0.987  0.220
H15 -1.818 -3.226 -1.206  0.358
H16 -0.344 -2.582 -1.662  0.374

---

It is model i that is the least stable of them.

---

Model i:
Below is a structure of composition H6InO3, with properties calculated with ωB97M-V/def2-TZVPD.

Output
HOMO level	-22.33	eV
orbital gap	1.7	eV
net charge	+3

Last column: natural (NBO) charge in e.
CARTESIAN COORDINATES (ANGSTROEM)
In1 0.327 0.842 1.312  1.192
O1 -0.691 -2.299 -2.491  -0.453
H1 -1.426 -2.906 -2.571  0.521
H2 -0.549 -1.974 -3.380  0.518
O2 5.155 -0.804 0.523  -0.430
H3 5.762 -0.091 0.720  0.518
H4 5.698 -1.475 0.109  0.524
O3 -4.446 2.699 2.043  -0.429
H5 -5.329 2.372 1.871  0.522
H6 -4.499 3.638 1.866  0.518

---

Model ii:
Below is a structure of composition H6InO3, with properties calculated with ωB97M-V/def2-TZVPD.

Output
HOMO level	-25.59	eV
orbital gap	3.9	eV
net charge	+3

Last column: natural (NBO) charge in e.
CARTESIAN COORDINATES (ANGSTROEM)
In1 -0.345 -0.884 0.794  2.033
O1 -1.057 -0.650 -2.060  -0.880
H1 -1.408 0.082 -2.568  0.552
H2 -0.916 -1.344 -2.704  0.545
O2 -1.099 1.123 2.880  -0.739
H3 -1.859 1.679 3.051  0.558
H4 -0.604 1.135 3.699  0.544
O3 2.056 -0.449 -0.939  -0.707
H5 2.615 -0.948 -1.535  0.556
H6 2.617 0.256 -0.618  0.537

---

It is model ii that is the least stable of them.

---

Model i:
Below is the ion C8H14N3 with charge +1, with properties calculated with ωB97M-V/def2-TZVPD.

Output
HOMO level	-13.58	eV
orbital gap	8.6	eV
net charge	+1
structure (SMILES)	CC1=NC=[NH+][C@]2(C)NCC[C@H]12

Last column: natural (NBO) charge in e.
CARTESIAN COORDINATES (ANGSTROEM)
C1 -2.884 -0.457 -0.250  -0.689
C2 -1.547 0.078 -0.405  0.514
N1 -1.527 1.141 -1.119  -0.517
C3 -0.387 1.880 -1.142  0.412
N2 0.630 1.838 -0.230  -0.521
C4 0.908 0.517 0.451  0.286
C5 1.171 0.827 1.934  -0.616
N3 1.989 -0.122 -0.174  -0.623
C6 1.525 -1.220 -1.024  -0.247
C7 0.215 -1.766 -0.297  -0.402
C8 -0.314 -0.435 0.334  -0.357
H1 -3.381 0.178 0.563  0.281
H2 -2.889 -1.428 0.067  0.234
H3 -3.483 -0.354 -1.152  0.274
H4 -0.494 2.739 -1.865  0.239
H5 1.516 2.500 -0.436  0.465
H6 1.997 0.281 2.366  0.234
H7 0.330 0.672 2.508  0.225
H8 1.353 1.887 2.026  0.231
H9 2.671 -0.492 0.488  0.394
H10 2.187 -2.001 -1.436  0.256
H11 1.213 -0.854 -1.991  0.193
H12 -0.525 -2.149 -1.030  0.229
H13 0.380 -2.578 0.478  0.239
H14 -0.654 -0.682 1.336  0.266

---

Model ii:
Below is a cluster of 2 separate species, C8H14N3 in total, with properties calculated with ωB97M-V/def2-TZVPD.

Output
HOMO level	-12.33	eV
orbital gap	9.5	eV
net charge	+1

Last column: natural (NBO) charge in e.
CARTESIAN COORDINATES (ANGSTROEM)
C1 -1.452 -2.623 -2.109  -0.419
N1 -0.187 -1.916 -1.789  -0.354
C2 1.039 -2.676 -2.113  -0.422
C3 -0.133 -0.617 -1.449  0.119
H1 -1.247 -3.698 -2.187  0.229
H2 -2.186 -2.445 -1.317  0.224
H3 -1.902 -2.308 -3.064  0.225
H4 0.797 -3.739 -2.184  0.229
H5 1.493 -2.369 -3.069  0.223
H6 1.777 -2.508 -1.321  0.225
H7 0.803 -0.118 -1.719  0.207
H8 -1.090 -0.096 -1.518  0.219
N2 0.085 0.429 0.280  -0.445
C4 1.179 1.205 0.499  0.061
C5 1.304 2.149 1.508  -0.300
C6 0.215 2.418 2.374  0.257
N3 0.229 3.422 3.295  -0.759
C7 -0.909 1.584 2.181  -0.302
C8 -0.938 0.663 1.139  0.068
H9 2.022 1.067 -0.178  0.209
H10 2.223 2.720 1.618  0.238
H11 -0.547 3.637 3.890  0.411
H12 1.035 4.046 3.413  0.412
H13 -1.773 1.694 2.829  0.236
H14 -1.841 0.079 0.990  0.209

---

It is model i that is the least stable of them.

---

Model i:
Below is the ion C4H8N3S with charge +1, with properties calculated with ωB97M-V/def2-TZVPD.

Output
HOMO level	-12.66	eV
orbital gap	7.5	eV
net charge	+1
structure (SMILES)	Cc1[nH]c(=S)[nH][n+]1C

Last column: natural (NBO) charge in e.
CARTESIAN COORDINATES (ANGSTROEM)
C1 0.151 -2.065 0.532  -0.749
C2 -0.309 -0.852 -0.081  0.626
N1 -1.322 -0.483 -0.773  -0.517
C3 -1.342 0.865 -1.234  0.151
S1 -2.602 1.514 -2.019  0.020
N2 -0.162 1.421 -0.871  -0.416
N3 0.761 0.614 -0.256  -0.168
C4 1.397 1.111 0.926  -0.451
H1 -0.597 -2.439 1.237  0.297
H2 1.093 -1.924 1.057  0.284
H3 0.290 -2.838 -0.231  0.300
H4 -2.131 -1.062 -1.000  0.478
H5 0.002 2.419 -0.943  0.454
H6 0.712 1.634 1.602  0.209
H7 2.187 1.798 0.606  0.245
H8 1.873 0.285 1.450  0.236

---

Model ii:
Below is the ion C4H8N3S with charge +1, with properties calculated with ωB97M-V/def2-TZVPD.

Output
HOMO level	-13.52	eV
orbital gap	9.3	eV
net charge	+1

Last column: natural (NBO) charge in e.
CARTESIAN COORDINATES (ANGSTROEM)
C1 -0.859 -0.758 -0.898  0.394
C2 -2.257 -0.054 1.010  0.260
C3 1.274 -0.941 0.498  0.029
C4 2.415 1.078 -0.899  -0.765
N1 0.285 -0.721 -0.304  -0.438
N2 -2.014 -0.342 -0.378  -0.569
N3 -1.390 0.577 1.625  -0.613
S1 2.760 -0.050 0.380  0.455
H1 -0.909 -1.126 -1.847  0.214
H2 -3.296 -0.443 1.284  0.197
H3 1.074 -1.706 1.311  0.258
H4 2.753 0.791 -1.908  0.252
H5 2.975 1.872 -0.628  0.250
H6 1.453 1.374 -0.883  0.237
H7 -2.783 -0.327 -1.066  0.435
H8 -1.483 0.775 2.701  0.405

---

It is model i that is the least stable of them.